No. 1
106
Properties=species:S:1:pos:R:3 method="wB97M-V/def2-TZVPD" total_charge=-1 e_homo_ev=-4.57 e_tot_ha=-2309.31642 max_force_ev_per_a=4.11
C 3.52542 0.74154 3.80733
C 4.07278 0.39344 2.76526
C 4.68463 -0.24914 1.46285
Al 3.23768 -0.38857 0.01293
C 3.21505 1.37731 -1.03929
C 2.02908 1.66842 -1.73143
C 3.45183 -2.04691 -1.16114
C 3.02660 -3.42394 -0.42798
C 3.99893 -3.82592 0.74756
O 5.19148 -3.57848 0.58828
N 3.61864 -4.51529 1.99289
C 2.24591 -4.28172 2.39081
C 1.63138 -2.91817 2.45572
C 0.23174 -2.63404 2.85584
C -0.65867 -3.80097 3.26953
C -0.06143 -5.16248 3.25005
C 1.35231 -5.43240 2.81116
H 2.90185 1.01901 4.68667
H 5.10166 -1.24908 1.78466
H 5.57869 0.38889 1.16933
H 1.77422 -0.50143 0.69299
H 4.09951 2.09982 -1.04107
H 1.07606 1.44460 -1.15294
H 2.02580 2.11968 -2.76798
H 2.78203 -1.92815 -2.07882
H 4.54716 -2.16358 -1.46186
H 3.13765 -4.23208 -1.23021
H 1.93356 -3.39715 -0.15759
H 3.74694 -5.51900 1.81050
H 2.30092 -2.05186 2.16643
H -0.08791 -1.54980 2.82044
H -1.70967 -3.56967 3.58330
H -0.70650 -6.03250 3.57651
H 1.75409 -6.49036 2.81120
C -0.27844 -2.33799 -6.31435
C -0.38618 -2.73554 -4.98573
C 0.06727 -1.90130 -3.97043
C 0.61985 -0.66379 -4.28314
C 0.72410 -0.26508 -5.61026
C 0.27926 -1.10357 -6.62696
H -0.62939 -2.99071 -7.10647
H -0.82336 -3.69771 -4.74167
H -0.01032 -2.21389 -2.93506
H 0.96934 -0.01092 -3.49025
H 1.15413 0.70059 -5.85312
H 0.36631 -0.79428 -7.66268
C -2.90298 -2.66196 7.12706
C -3.52372 -1.41836 7.15796
C -2.79856 -0.27236 6.85276
C -1.45520 -0.37244 6.50750
C -0.83650 -1.61709 6.47492
C -1.55779 -2.75796 6.78823
H -3.46718 -3.55657 7.36718
H -4.57357 -1.34236 7.42003
H -3.28004 0.69889 6.88187
H -0.89097 0.52075 6.26331
H 0.21066 -1.69804 6.20453
H -1.07182 -3.72687 6.76705
C -0.15845 3.70819 6.98818
C -1.06633 4.72276 7.26936
C -1.76850 5.33364 6.23668
C -1.56962 4.92289 4.92288
C -0.66446 3.90584 4.64227
C 0.04425 3.30142 5.67393
H 0.39170 3.23388 7.79337
H -1.22627 5.03829 8.29471
H -2.47194 6.12970 6.45547
H -2.12079 5.39603 4.11762
H -0.51052 3.58433 3.61813
H 0.75407 2.51202 5.45388
C -3.30518 -1.03435 -5.33647
C -3.71257 -2.36279 -5.27638
C -5.06735 -2.67602 -5.27769
C -6.01550 -1.66142 -5.34898
C -5.60848 -0.33398 -5.41281
C -4.25394 -0.01994 -5.40224
H -2.24931 -0.78956 -5.33193
H -2.97431 -3.15362 -5.22759
H -5.38469 -3.71159 -5.22403
H -7.07203 -1.90612 -5.35481
H -6.34815 0.45741 -5.46998
H -3.93705 1.01593 -5.44645
C -5.05571 5.55305 0.36737
C -5.15170 5.13706 1.69009
C -4.68746 5.95645 2.71242
C -4.13559 7.19690 2.41239
C -4.04302 7.61439 1.08978
C -4.49899 6.79110 0.06686
H -5.41467 4.91222 -0.43011
H -5.58805 4.17248 1.92453
H -4.75628 5.62877 3.74383
H -3.77757 7.83822 3.21028
H -3.61392 8.58254 0.85595
H -4.42156 7.11455 -0.96494
C 4.64587 -1.72810 -7.31801
C 5.75034 -1.07096 -7.84876
C 6.16117 0.14380 -7.31199
C 5.47282 0.69698 -6.23750
C 4.37081 0.03807 -5.70471
C 3.95456 -1.17210 -6.24740
H 4.32337 -2.67420 -7.73883
H 6.29123 -1.50599 -8.68241
H 7.01868 0.65949 -7.73009
H 5.79603 1.64200 -5.81533
H 3.83494 0.46867 -4.86525
H 3.09220 -1.68285 -5.83511

---

No. 2
115
Properties=species:S:1:pos:R:3 method="wB97M-V/def2-TZVPD" e_homo_ev="-4.82 / -5.06" e_tot_ha=-3018.35368 max_force_ev_per_a=9.12
In 0.00000 0.00000 0.00000
C -1.35530 0.82740 6.34160
C -2.28530 0.23330 5.29030
C -1.51490 -0.36600 4.16660
C -1.12130 -1.61960 3.89570
C -1.33460 -2.91690 4.63220
C -2.24810 -2.94730 5.84780
C -0.29570 -1.59560 2.68690
C 0.37990 -2.65180 2.22160
C 1.31600 -2.57180 1.08560
C 2.23700 -3.55160 0.72390
C 2.32320 -4.95610 1.23010
C 3.04400 -5.05700 2.56510
C 3.17300 -2.86320 -0.08710
C 2.64280 -1.57520 -0.24080
C 3.37090 -0.43460 -0.86690
C 2.87380 0.78590 -1.08200
N 1.56970 1.14550 -0.88030
C 1.48730 2.36860 -1.30320
C 0.28790 3.21920 -1.31760
C -0.52400 3.02240 -0.26760
N -0.54680 1.96800 0.60000
C -1.18750 2.41460 1.71030
C -1.36240 1.78940 2.88060
C -0.96480 0.37810 2.99410
N -0.22330 -0.31350 2.17570
C -1.71890 3.75000 1.47380
C -1.40010 4.07970 0.21550
C -1.72680 5.35790 -0.48930
C -2.97260 5.21920 -1.35180
C -2.49690 4.56680 2.45730
C -1.58080 5.30090 3.43060
C 2.76540 2.96480 -1.75660
C 3.60880 1.93660 -1.58140
C 5.10060 1.97500 -1.71320
C 5.58760 1.42840 -3.04650
C 3.01390 4.39180 -2.08710
C 2.80850 4.68770 -3.56380
N 1.44280 -1.49650 0.32830
C 4.47920 -3.37900 -0.60450
C 5.64610 -2.99360 0.29420
H -1.93700 1.25860 7.16240
H -0.72560 1.61980 5.92350
H -0.69590 0.06110 6.76460
H -2.98180 0.99760 4.93140
H -2.93310 -0.50050 5.77080
H -0.35650 -3.29480 4.95760
H -1.73840 -3.65060 3.92180
H -1.87270 -2.30470 6.64940
H -2.29860 -3.96640 6.24700
H -3.26900 -2.65250 5.58660
H 0.31430 -3.60950 2.71140
H 2.83330 -5.57750 0.48670
H 1.30830 -5.35900 1.32520
H 4.07780 -4.70870 2.49040
H 3.06510 -6.09750 2.90450
H 2.54980 -4.46180 3.33980
H 4.40030 -0.63240 -1.12010
H 0.26640 4.09370 -1.93920
H -1.85960 2.26980 3.70020
H -0.88910 5.70720 -1.10130
H -1.89220 6.16300 0.23650
H -3.19270 6.16830 -1.85110
H -2.84360 4.45190 -2.12180
H -3.84420 4.95150 -0.74420
H -3.20710 3.94060 3.00910
H -3.11590 5.30780 1.93880
H -0.97650 4.60590 4.02260
H -2.17310 5.90480 4.12540
H -0.89780 5.97320 2.89950
H 5.57020 1.42240 -0.89020
H 5.46820 3.00220 -1.60860
H 5.29980 0.38190 -3.18500
H 6.68000 1.48560 -3.09660
H 5.18200 2.00840 -3.88190
H 2.36870 5.04240 -1.48560
H 4.03600 4.67570 -1.81280
H 2.98720 5.74980 -3.76120
H 1.78920 4.45190 -3.88500
H 3.50410 4.11000 -4.18160
H 4.64200 -2.99030 -1.61590
H 4.43190 -4.46890 -0.69390
H 6.58170 -3.39580 -0.10690
H 5.51930 -3.38400 1.30820
H 5.75600 -1.90730 0.37450
S -5.55760 -2.63990 -3.94650
N -5.32150 -2.64430 -2.30880
C -4.14220 -2.03600 -2.07920
C -3.53170 -1.81230 -0.80980
C -4.18760 -2.25370 0.36270
C -3.60410 -2.04160 1.59640
C -2.39110 -1.39830 1.61220
N -1.75180 -0.97030 0.49890
C -2.27250 -1.14700 -0.76170
C -1.61010 -0.69720 -1.99540
N -0.39680 -0.05020 -2.02470
C 0.18230 0.34910 -3.18080
C -0.37340 0.15220 -4.42090
C -1.59380 -0.49250 -4.46810
C -2.21160 -0.91580 -3.26860
C -3.47190 -1.58080 -3.32760
N -4.17870 -1.86840 -4.43720
H -5.14910 -2.76020 0.30710
H -4.08000 -2.36720 2.51360
H -1.87170 -1.19630 2.54490
H 1.14000 0.84880 -3.06450
H 0.12650 0.48920 -5.32100
H -2.06780 -0.66790 -5.43190
C 1.54200 -3.62640 -2.52180
C 1.06010 -2.49330 -1.73390
N 0.67770 -1.59390 -1.10860
H 1.13140 -3.59770 -3.53550
H 1.24560 -4.57380 -2.06180
H 2.63340 -3.61170 -2.59670
H -1.12430 1.22450 -0.71080